(1)
DFT (ωB97M-V/def2-TZVPD) results for the molecule C4H8N2.

Summary:
* charge: 0
* maximum force: 3.92 eV/Å
* 2S+1: 1
* SMILES: [H]/N=C/C/N=C/C
* Kohn-Sham gap: 9.73 eV
* HOMO: -0.330 Ha
* LUMO energy: 0.0277 Eh

Element x y z (Å)
C (0.200, -1.300, -0.857)
C (0.022, 2.333, -0.284)
C (0.184, -1.549, 0.793)
C (-0.218, 0.856, -0.200)
N (0.398, 0.070, -1.037)
N (-0.094, -2.591, 1.375)
H (-0.017, -2.688, 2.382)
H (1.025, -1.874, -1.287)
H (-0.786, -1.660, -1.168)
H (-1.252, 0.616, 0.101)
H (0.333, -0.329, 1.107)
H (1.064, 2.525, -0.532)
H (-0.613, 2.778, -1.050)
H (-0.248, 2.814, 0.658)

These are the natural (NBO) partial charges, in e, on atoms 1 to 4: -0.323, -0.660, 0.213, 0.063


(2)
DFT (ωB97M-V/def2-TZVPD) results for a cluster of 2 separate species, C34H35F3INO5S3 in total.

Summary:
* charge: 0
* maximum force: 5.41 eV/Å
* 2S+1: 1
* SMILES: O=C1C=CC(=O)c2c(CCCI)c(S(=O)(=O)C(F)(F)F)cc(CCCSC(=S)N(c3ccccc3)c3ccccc3)c21.CCOCC
* Kohn-Sham gap: 6.56 eV
* HOMO: -0.295 Ha
* LUMO energy: -0.0543 Eh

Element x y z (Å)
O (-2.093, -4.372, -5.494)
C (-2.691, -4.841, -4.556)
C (-3.536, -6.157, -4.693)
C (-3.577, -7.031, -3.649)
C (-2.744, -6.725, -2.352)
O (-2.193, -7.608, -1.744)
C (-2.681, -5.209, -1.968)
C (-2.638, -4.699, -0.600)
C (-2.607, -5.743, 0.592)
C (-1.060, -6.026, 0.864)
C (-0.797, -7.216, 1.860)
I (-1.784, -9.071, 1.332)
C (-2.622, -3.260, -0.308)
S (-2.586, -2.511, 1.339)
O (-2.714, -1.053, 1.266)
O (-1.304, -2.794, 1.995)
C (-3.912, -3.146, 2.492)
F (-4.962, -3.745, 1.860)
F (-3.344, -4.002, 3.409)
F (-4.398, -2.098, 3.229)
C (-2.607, -2.303, -1.440)
C (-2.621, -2.804, -2.821)
C (-2.562, -1.755, -3.991)
C (-1.035, -1.762, -4.512)
C (-0.309, -0.362, -4.347)
S (1.312, -0.492, -3.433)
C (1.148, 0.623, -1.967)
S (-0.184, 0.343, -1.005)
N (2.125, 1.629, -1.661)
C (1.891, 2.294, -0.386)
C (0.904, 3.366, -0.168)
C (0.700, 3.999, 1.132)
C (1.548, 3.567, 2.261)
C (2.562, 2.511, 2.094)
C (2.717, 1.894, 0.765)
C (2.317, 2.596, -2.732)
C (1.471, 2.768, -3.907)
C (1.794, 3.763, -4.947)
C (2.965, 4.634, -4.845)
C (3.799, 4.491, -3.627)
C (3.485, 3.493, -2.607)
C (-2.665, -4.237, -3.106)
H (-4.121, -6.348, -5.627)
H (-4.179, -7.972, -3.688)
H (-3.157, -6.650, 0.239)
H (-3.130, -5.367, 1.505)
H (-0.522, -6.132, -0.119)
H (-0.649, -5.079, 1.330)
H (0.311, -7.430, 1.825)
H (-1.010, -6.877, 2.905)
H (-2.588, -1.211, -1.207)
H (-3.190, -2.077, -4.867)
H (-2.840, -0.723, -3.659)
H (-0.449, -2.497, -3.889)
H (-1.022, -2.123, -5.570)
H (-0.061, -0.007, -5.390)
H (-0.928, 0.412, -3.827)
H (0.287, 3.637, -1.066)
H (-0.082, 4.784, 1.221)
H (1.414, 4.069, 3.253)
H (3.167, 2.221, 2.983)
H (3.513, 1.106, 0.680)
H (0.565, 2.138, -4.043)
H (1.134, 3.837, -5.847)
H (3.223, 5.372, -5.638)
H (4.679, 5.180, -3.541)
H (4.171, 3.458, -1.725)
C (3.163, 8.050, 6.194)
C (1.933, 7.195, 5.942)
O (2.200, 6.034, 5.171)
C (3.107, 5.101, 5.734)
C (2.631, 4.513, 7.052)
H (3.676, 8.273, 5.257)
H (2.882, 8.988, 6.676)
H (3.877, 7.541, 6.846)
H (1.209, 7.780, 5.370)
H (1.441, 6.925, 6.882)
H (4.100, 5.549, 5.840)
H (3.206, 4.293, 5.005)
H (2.608, 5.267, 7.841)
H (3.299, 3.712, 7.374)
H (1.620, 4.113, 6.952)

These are the Mulliken partial charges, in e, on atoms 1 to 4: -0.496, 0.249, -0.533, -0.595


(3)
DFT (ωB97M-V/def2-TZVPD) results for a cluster of 6 separate species, C27H64ClIN3O26P8 in total.

Summary:
* charge: +1
* maximum force: 9.30 eV/Å
* 2S+1: 1
* Kohn-Sham gap: 7.42 eV
* HOMO: -0.418 Ha
* LUMO energy: -0.1451 Eh

Element x y z (Å)
C (-0.503, -0.712, 0.103)
C (0.778, 0.320, -0.213)
P (-0.067, 2.081, -0.136)
O (-1.009, 2.196, 1.167)
C (1.829, 0.303, 1.030)
C (2.026, -1.131, 1.799)
C (1.359, -1.280, 3.326)
C (1.612, -2.706, 4.129)
C (2.505, -3.831, 3.336)
N (3.093, -3.743, 1.959)
C (2.855, -2.436, 1.258)
N (3.215, 0.833, 0.746)
C (3.695, 1.774, 1.873)
C (4.385, 0.975, 3.131)
O (3.790, 0.615, 4.271)
I (6.543, 0.497, 2.926)
C (3.368, 1.581, -0.558)
C (2.706, 0.756, -1.797)
P (2.925, 1.844, -3.381)
O (1.433, 1.730, -4.292)
Cl (3.144, 3.900, -2.933)
N (1.326, 0.215, -1.594)
P (0.985, -1.296, -2.447)
O (1.471, -2.622, -1.706)
O (1.929, -1.259, -3.953)
O (-0.693, -1.455, -3.010)
H (-0.877, -0.411, 1.188)
H (-0.191, -1.836, 0.143)
H (-1.414, -0.519, -0.630)
H (0.886, 3.152, -0.018)
H (-0.880, 2.356, -1.299)
H (1.365, 1.046, 1.845)
H (0.751, -0.402, 3.806)
H (1.208, -2.879, 5.232)
H (2.701, -4.845, 3.937)
H (3.346, -2.324, 0.175)
H (3.955, 0.067, 0.727)
H (2.890, 2.561, 2.188)
H (4.575, 2.403, 1.367)
H (4.541, 1.631, -0.774)
H (2.975, 2.668, -0.389)
H (3.411, -0.190, -1.987)
H (0.717, 2.231, -3.765)
H (2.506, -2.074, -4.020)
H (-0.732, -1.275, -4.008)
C (-6.472, 2.638, -0.560)
O (-5.632, 2.423, 0.552)
P (-5.463, 3.571, 1.666)
O (-5.037, 3.075, 3.009)
O (-6.859, 4.374, 1.652)
C (-7.956, 3.796, 2.327)
O (-4.448, 4.629, 0.984)
C (-3.082, 4.512, 1.331)
H (-7.455, 2.205, -0.344)
H (-6.585, 3.699, -0.796)
H (-6.056, 2.124, -1.430)
H (-7.648, 2.999, 3.009)
H (-8.656, 3.391, 1.592)
H (-8.461, 4.577, 2.902)
H (-2.651, 3.628, 0.855)
H (-2.957, 4.448, 2.416)
H (-2.554, 5.402, 0.982)
C (-0.340, -9.772, 6.951)
O (0.569, -8.739, 6.648)
P (1.385, -8.767, 5.261)
O (1.864, -7.431, 4.795)
O (0.422, -9.539, 4.228)
C (-0.645, -8.813, 3.655)
O (2.556, -9.851, 5.521)
C (3.819, -9.342, 5.904)
H (-1.346, -9.449, 6.658)
H (-0.094, -10.706, 6.440)
H (-0.338, -9.948, 8.030)
H (-0.523, -7.734, 3.779)
H (-1.582, -9.126, 4.121)
H (-0.689, -9.043, 2.587)
H (3.778, -8.981, 6.934)
H (4.134, -8.533, 5.238)
H (4.556, -10.144, 5.833)
C (-1.124, 6.119, -6.445)
O (-0.854, 5.635, -5.149)
P (-0.894, 6.638, -3.892)
O (-1.145, 5.975, -2.577)
O (-1.967, 7.769, -4.296)
C (-3.336, 7.452, -4.164)
O (0.507, 7.439, -3.988)
C (1.569, 6.959, -3.186)
H (-2.181, 5.939, -6.672)
H (-0.907, 7.185, -6.545)
H (-0.520, 5.565, -7.169)
H (-3.498, 6.566, -3.544)
H (-3.761, 7.281, -5.156)
H (-3.847, 8.302, -3.704)
H (1.953, 6.023, -3.598)
H (1.242, 6.805, -2.154)
H (2.368, 7.704, -3.181)
C (-4.095, -3.591, 4.352)
O (-2.910, -2.959, 4.781)
P (-2.944, -1.954, 6.036)
O (-1.633, -1.786, 6.734)
O (-4.142, -2.492, 6.968)
C (-3.883, -3.608, 7.792)
O (-3.564, -0.590, 5.427)
C (-2.640, 0.408, 5.038)
H (-4.145, -4.586, 4.810)
H (-4.988, -3.022, 4.618)
H (-4.063, -3.716, 3.267)
H (-2.813, -3.805, 7.897)
H (-4.372, -4.488, 7.367)
H (-4.305, -3.415, 8.782)
H (-2.128, 0.105, 4.122)
H (-1.909, 0.595, 5.829)
H (-3.185, 1.337, 4.854)
C (4.662, 2.713, -7.345)
O (3.774, 2.398, -8.393)
P (3.645, 0.880, -8.910)
O (2.351, 0.562, -9.586)
O (3.976, -0.027, -7.622)
C (2.957, -0.204, -6.662)
O (4.957, 0.669, -9.831)
C (4.788, 0.839, -11.225)
H (4.101, 2.719, -6.403)
H (5.488, 2.002, -7.273)
H (5.070, 3.714, -7.506)
H (1.973, 0.079, -7.047)
H (3.186, 0.401, -5.781)
H (2.932, -1.257, -6.370)
H (4.663, 1.899, -11.459)
H (3.924, 0.274, -11.587)
H (5.677, 0.461, -11.734)

These are the Mulliken partial charges, in e, on atoms 1 to 4: -1.160, 0.514, 0.280, -0.602


(4)
DFT (ωB97M-V/def2-TZVPD) results for a cluster of 10 separate species, C40H60O25 in total.

Summary:
* charge: 0
* maximum force: 4.33 eV/Å
* 2S+1: 1
* SMILES: C[C@H]1COC(=O)O1.C[C@H]1COC(=O)O1.C[C@H]1COC(=O)O1.C[C@H]1COC(=O)O1.C[C@H]1COC(=O)O1.O=C1CCCO1.O=C1CCCO1.O=C1CCCO1.O=C1CCCO1.O=C1CCCO1
* Kohn-Sham gap: 10.41 eV
* HOMO: -0.366 Ha
* LUMO energy: 0.0162 Eh

Element x y z (Å)
C (-2.812, 4.216, -4.035)
C (-1.841, 4.279, -2.886)
C (-2.218, 5.119, -1.723)
O (-1.561, 4.395, -0.607)
C (-1.422, 3.097, -0.976)
O (-1.189, 2.154, -0.232)
O (-1.587, 2.922, -2.275)
H (-3.215, 5.236, -4.180)
H (-3.681, 3.577, -3.871)
H (-2.328, 3.937, -4.993)
H (-0.831, 4.540, -3.225)
H (-3.324, 5.125, -1.677)
H (-1.877, 6.166, -1.675)
C (-4.273, 2.136, 1.755)
C (-5.360, 1.326, 1.046)
C (-5.362, -0.149, 1.532)
O (-6.598, -0.266, 2.235)
C (-7.294, 0.932, 2.299)
O (-8.369, 1.018, 2.842)
O (-6.627, 1.839, 1.575)
H (-3.381, 1.840, 1.326)
H (-4.314, 1.999, 2.846)
H (-4.590, 3.130, 1.598)
H (-5.316, 1.468, -0.047)
H (-4.589, -0.367, 2.260)
H (-5.260, -0.879, 0.778)
C (-1.841, -4.029, 3.691)
C (-0.785, -2.906, 3.262)
C (0.040, -2.482, 4.449)
O (1.160, -3.347, 4.386)
C (1.248, -3.982, 3.208)
O (2.156, -4.669, 2.907)
O (0.209, -3.619, 2.448)
H (-1.286, -4.678, 4.325)
H (-2.173, -4.622, 2.840)
H (-2.634, -3.614, 4.252)
H (-1.200, -2.119, 2.628)
H (-0.518, -2.601, 5.366)
H (0.324, -1.442, 4.404)
C (4.159, -2.244, 3.304)
C (4.353, -0.768, 3.297)
C (5.441, -0.241, 2.306)
O (4.840, 0.908, 1.744)
C (3.520, 0.814, 1.871)
O (2.751, 1.497, 1.266)
O (3.146, -0.128, 2.767)
H (5.075, -2.815, 3.678)
H (3.711, -2.626, 2.377)
H (3.418, -2.454, 4.032)
H (4.422, -0.390, 4.307)
H (5.453, -0.939, 1.402)
H (6.440, -0.113, 2.684)
C (1.824, -1.622, 0.104)
C (0.683, -0.727, -0.310)
C (0.318, -0.780, -1.779)
O (-1.164, -0.605, -1.671)
C (-1.572, -1.034, -0.414)
O (-2.704, -1.193, -0.120)
O (-0.477, -1.267, 0.249)
H (1.459, -2.673, -0.027)
H (2.131, -1.494, 1.088)
H (2.625, -1.582, -0.628)
H (0.612, 0.327, 0.068)
H (0.566, -1.731, -2.235)
H (0.662, 0.048, -2.420)
O (0.542, 6.072, -1.143)
C (0.319, 6.348, -0.020)
O (-0.763, 7.012, 0.355)
C (-1.080, 6.950, 1.762)
C (0.322, 6.760, 2.348)
C (1.132, 5.952, 1.292)
H (-1.750, 6.137, 1.973)
H (-1.533, 7.888, 1.971)
H (0.367, 6.377, 3.416)
H (0.714, 7.778, 2.392)
H (1.128, 4.867, 1.471)
H (2.177, 6.110, 1.225)
O (5.045, -3.115, 0.020)
C (4.706, -3.544, -1.013)
O (4.624, -4.932, -1.197)
C (4.516, -5.271, -2.633)
C (4.789, -3.952, -3.263)
C (4.165, -2.956, -2.314)
H (3.479, -5.564, -2.806)
H (5.269, -6.020, -2.981)
H (4.433, -3.872, -4.292)
H (5.872, -3.901, -3.332)
H (3.102, -3.150, -2.316)
H (4.471, -1.868, -2.307)
O (-4.519, 1.965, -1.928)
C (-4.438, 0.862, -2.425)
O (-5.372, -0.092, -2.106)
C (-5.014, -1.406, -2.624)
C (-3.661, -1.189, -3.373)
C (-3.451, 0.303, -3.440)
H (-5.849, -1.688, -3.329)
H (-4.837, -2.072, -1.792)
H (-3.696, -1.587, -4.401)
H (-2.926, -1.650, -2.713)
H (-3.795, 0.678, -4.490)
H (-2.474, 0.651, -3.211)
O (-0.855, -3.435, -2.017)
C (-0.587, -4.198, -1.105)
O (0.513, -4.854, -1.114)
C (0.574, -5.715, 0.046)
C (-0.888, -5.757, 0.619)
C (-1.545, -4.531, 0.022)
H (1.280, -5.298, 0.854)
H (0.788, -6.691, -0.293)
H (-0.834, -5.782, 1.669)
H (-1.449, -6.623, 0.220)
H (-1.472, -3.619, 0.659)
H (-2.545, -4.578, -0.330)
O (4.875, 0.673, -1.574)
C (4.430, 1.797, -1.543)
O (5.152, 2.858, -1.012)
C (4.243, 3.910, -0.693)
C (3.042, 3.680, -1.687)
C (3.077, 2.182, -1.805)
H (4.664, 4.861, -0.983)
H (3.859, 3.820, 0.326)
H (3.182, 4.127, -2.696)
H (2.109, 4.078, -1.256)
H (2.776, 1.719, -2.785)
H (2.425, 1.644, -1.095)

These are the Mulliken partial charges, in e, on atoms 1 to 4: -1.371, 0.669, -0.616, -0.224


(5)
DFT (ωB97M-V/def2-TZVPD) results for a cluster of 6 separate species, C33H75N3O11PS in total.

Summary:
* charge: +1
* maximum force: 3.31 eV/Å
* 2S+1: 1
* Kohn-Sham gap: 6.13 eV
* HOMO: -0.384 Ha
* LUMO energy: -0.1587 Eh

Element x y z (Å)
C (2.731, 1.071, -1.714)
C (3.064, 1.170, -3.266)
P (1.766, 0.318, -4.330)
C (0.075, 1.080, -3.941)
C (1.608, -1.434, -3.749)
C (0.468, -2.316, -4.172)
N (0.274, -3.561, -3.768)
N (1.171, -4.061, -2.948)
C (0.853, -5.461, -2.501)
C (-0.327, -5.472, -1.454)
O (-1.253, -6.507, -1.826)
C (0.095, -5.590, 0.047)
N (-0.891, -4.765, 0.823)
C (2.282, -3.480, -2.430)
C (3.285, -4.101, -1.435)
C (4.571, -4.742, -2.119)
C (5.172, -3.897, -3.298)
S (6.873, -4.555, -3.692)
C (2.564, -2.087, -2.831)
H (3.238, 1.954, -1.235)
H (1.640, 1.170, -1.489)
H (3.184, 0.162, -1.253)
H (4.035, 0.660, -3.497)
H (3.083, 2.246, -3.560)
H (-0.657, 0.240, -3.777)
H (0.083, 1.662, -2.984)
H (-0.301, 1.672, -4.805)
H (-0.295, -1.867, -4.852)
H (1.756, -6.045, -2.223)
H (0.446, -5.956, -3.425)
H (-0.894, -4.508, -1.603)
H (-2.088, -6.101, -2.115)
H (1.105, -5.172, 0.288)
H (-0.030, -6.659, 0.357)
H (-0.547, -4.774, 1.792)
H (-0.791, -3.777, 0.555)
H (2.858, -4.895, -0.775)
H (3.661, -3.306, -0.735)
H (5.367, -4.788, -1.325)
H (4.390, -5.795, -2.445)
H (4.599, -3.975, -4.255)
H (5.338, -2.843, -2.965)
H (7.130, -5.580, -2.818)
H (3.456, -1.549, -2.460)
C (0.245, -1.618, 2.692)
O (-0.605, -2.533, 3.363)
C (-0.327, -2.606, 4.760)
C (-1.329, -1.800, 5.568)
O (-1.200, -0.406, 5.310)
C (-2.200, 0.077, 4.425)
H (-0.169, -1.435, 1.699)
H (0.316, -0.664, 3.221)
H (1.245, -2.052, 2.580)
H (0.697, -2.281, 4.969)
H (-0.409, -3.658, 5.046)
H (-1.120, -1.950, 6.632)
H (-2.352, -2.139, 5.376)
H (-3.158, 0.150, 4.948)
H (-2.309, -0.562, 3.545)
H (-1.905, 1.074, 4.094)
C (0.210, 2.266, 9.488)
O (0.703, 3.239, 8.579)
C (2.123, 3.236, 8.493)
C (2.601, 2.510, 7.247)
O (2.306, 1.119, 7.308)
C (1.168, 0.770, 6.534)
H (-0.863, 2.165, 9.327)
H (0.679, 1.291, 9.335)
H (0.381, 2.598, 10.517)
H (2.567, 2.800, 9.394)
H (2.441, 4.281, 8.434)
H (3.691, 2.602, 7.185)
H (2.174, 2.960, 6.344)
H (1.424, 0.782, 5.469)
H (0.328, 1.442, 6.718)
H (0.868, -0.240, 6.810)
C (2.551, 4.680, -0.286)
O (1.687, 3.766, 0.375)
C (1.969, 3.668, 1.770)
C (0.982, 4.476, 2.596)
O (1.130, 5.869, 2.363)
C (0.136, 6.386, 1.489)
H (2.139, 4.885, -1.275)
H (2.637, 5.623, 0.257)
H (3.543, 4.231, -0.405)
H (2.999, 3.974, 1.980)
H (1.872, 2.611, 2.039)
H (1.194, 4.305, 3.656)
H (-0.046, 4.154, 2.402)
H (-0.820, 6.464, 2.016)
H (0.014, 5.766, 0.598)
H (0.445, 7.384, 1.177)
C (-2.916, -7.462, -4.766)
O (-3.735, -6.311, -4.596)
C (-3.122, -5.127, -5.093)
C (-3.675, -4.743, -6.456)
O (-3.318, -5.696, -7.447)
C (-4.384, -6.582, -7.761)
H (-3.528, -8.345, -4.587)
H (-2.502, -7.524, -5.775)
H (-2.101, -7.446, -4.035)
H (-2.032, -5.239, -5.130)
H (-3.354, -4.327, -4.381)
H (-3.230, -3.788, -6.757)
H (-4.760, -4.610, -6.414)
H (-5.132, -6.065, -8.370)
H (-4.857, -6.986, -6.862)
H (-3.975, -7.411, -8.339)
C (-3.967, 6.855, -0.014)
O (-2.784, 7.590, -0.289)
C (-2.504, 7.665, -1.683)
C (-2.916, 9.008, -2.262)
O (-4.327, 9.174, -2.237)
C (-4.759, 10.006, -1.169)
H (-4.244, 7.037, 1.025)
H (-4.796, 7.161, -0.655)
H (-3.777, 5.784, -0.143)
H (-2.987, 6.842, -2.221)
H (-1.422, 7.550, -1.796)
H (-2.610, 9.043, -3.313)
H (-2.416, 9.829, -1.740)
H (-4.530, 11.052, -1.395)
H (-4.296, 9.724, -0.221)
H (-5.840, 9.898, -1.073)

These are the Mulliken partial charges, in e, on atoms 1 to 4: -0.492, -0.647, 0.080, -0.797


(6)
DFT (ωB97M-V/def2-TZVPD) results for a cluster of 2 separate species, C3H3N3O in total.

Summary:
* charge: 0
* maximum force: 2.19 eV/Å
* 2S+1: 1
* SMILES: N=C=CC=O.N#N
* Kohn-Sham gap: 10.25 eV
* HOMO: -0.356 Ha
* LUMO energy: 0.0202 Eh

Element x y z (Å)
N (2.194, -0.164, 0.495)
C (1.070, -0.581, 0.283)
N (0.198, 2.453, -0.354)
N (-0.554, 1.956, -0.991)
O (-1.634, 0.392, 1.205)
C (-1.409, -0.397, 0.317)
C (-0.129, -1.097, 0.066)
H (2.680, 0.342, -0.243)
H (-2.185, -0.635, -0.440)
H (-0.163, -2.070, -0.416)

These are the natural (NBO) partial charges, in e, on atoms 1 to 4: -0.603, 0.507, 0.007, -0.004